# 1
The following is a quantum chemistry calculation of a single C22H30N4O7S molecule, from the Open Molecules 2025 dataset.

The geometry in XYZ format:
```
64
Properties=species:S:1:pos:R:3:forces:R:3
C -4.1186 -1.8700 -0.4589 0.400 -0.088 -0.167
C -3.0956 -2.7891 -1.1224 -0.698 0.030 -0.148
C -3.6493 -4.1894 -1.3514 0.352 0.326 0.027
O -1.9567 -2.9070 -0.2535 0.342 -0.111 0.059
C -0.8772 -2.1131 -0.4864 0.199 0.271 0.004
C -0.2205 -2.0684 -1.7063 -0.133 -0.051 0.228
C 0.9000 -1.2686 -1.8657 0.114 0.019 -0.108
C 1.3658 -0.5395 -0.7934 0.459 0.365 -0.279
S 2.7345 0.5942 -1.0738 0.129 0.134 -0.079
O 3.0979 0.4787 -2.4558 -0.002 -0.334 0.016
O 2.3093 1.8808 -0.5947 0.184 -0.212 0.326
N 4.0481 0.1485 -0.1924 -0.771 0.325 -0.591
C 4.1145 0.3812 1.2330 -0.155 -0.011 0.633
C 3.8789 -0.9148 2.0192 -0.054 0.250 -0.001
O 4.7125 -1.9589 1.5614 0.181 -0.018 0.121
C 4.5006 -2.2220 0.1928 0.049 0.088 -0.291
C 4.8197 -0.9833 -0.6481 0.145 -0.678 -0.132
C 0.7410 -0.5815 0.4414 -0.149 -0.118 0.080
C -0.4012 -1.3523 0.6108 0.180 0.060 -0.378
N -1.1264 -1.4987 1.7845 -0.273 -0.823 -0.200
C -1.3840 -0.7382 2.8857 0.054 0.234 0.066
O -2.1477 -1.1606 3.7246 -0.027 0.110 0.183
C -0.6885 0.5977 3.0951 -0.186 0.106 0.288
N -0.6511 1.4756 1.9513 0.259 -0.064 0.257
C 0.4681 2.3057 1.7192 -0.311 0.059 0.117
O 1.4712 2.2661 2.3861 0.450 -0.075 0.232
N 0.1568 3.0932 0.6749 0.099 0.280 -0.014
C -1.0790 2.6958 0.0357 -0.220 0.062 -0.200
C -2.0835 3.8707 -0.0610 -0.238 -0.093 -0.068
C -2.5691 3.8825 -1.5104 0.068 0.079 -0.009
C -1.3786 3.3363 -2.2914 -0.158 -0.139 0.053
C -0.8925 2.1893 -1.4094 0.089 -0.017 -0.102
C -1.5780 1.5947 0.9633 0.039 0.190 -0.215
O -2.5836 0.9379 0.8411 -0.222 0.087 0.013
H -4.9608 -1.7097 -1.1261 -0.135 0.019 -0.072
H -3.6718 -0.9077 -0.2170 0.000 0.080 -0.004
H -4.4801 -2.3197 0.4625 -0.058 -0.072 0.109
H -2.7774 -2.3523 -2.0773 0.046 -0.065 0.147
H -4.5274 -4.1406 -1.9885 -0.112 -0.005 -0.058
H -2.9021 -4.8217 -1.8245 0.038 -0.087 -0.055
H -3.9257 -4.6339 -0.3992 -0.065 -0.059 0.104
H -0.5855 -2.6585 -2.5331 -0.053 -0.073 -0.050
H 1.4157 -1.1965 -2.8089 -0.003 -0.036 -0.147
H 5.1164 0.7611 1.4637 -0.087 0.000 -0.026
H 3.3810 1.1459 1.4900 0.087 0.014 0.185
H 2.8294 -1.2335 1.9350 0.097 0.055 0.052
H 4.1268 -0.7684 3.0713 -0.102 0.053 -0.048
H 3.4543 -2.5277 0.0253 0.113 -0.002 0.003
H 5.1652 -3.0483 -0.0636 -0.088 0.034 -0.076
H 5.8829 -0.7395 -0.5434 -0.083 0.000 -0.054
H 4.5853 -1.1361 -1.7006 0.211 -0.151 0.011
H 1.1536 -0.0005 1.2457 0.018 0.026 0.227
H -1.7795 -2.2786 1.7115 0.140 0.254 0.201
H -1.2211 1.0873 3.9195 0.129 -0.218 -0.120
H 0.3487 0.4388 3.4145 -0.148 0.002 -0.050
H 0.9071 3.5115 0.1454 0.008 -0.120 0.099
H -1.5539 4.7929 0.1783 0.015 -0.017 0.033
H -2.9043 3.7508 0.6446 0.002 0.076 0.074
H -3.4205 3.2104 -1.6205 -0.065 -0.012 -0.040
H -2.8677 4.8783 -1.8327 -0.099 0.018 -0.023
H -0.6019 4.0969 -2.3768 0.064 0.084 -0.068
H -1.6468 3.0006 -3.2911 0.065 0.043 -0.085
H -1.5226 1.3098 -1.5564 -0.029 -0.027 -0.007
H 0.1452 1.9154 -1.5929 -0.104 -0.059 0.017
```
Positions in Å, forces in eV/Å.

For the gap between HOMO and LUMO, the calculation gives 0.3420 hartree. The calculation puts the HOMO energy at -8.788 eV. The calculation puts the energy above the lowest of the compared OMol25 structures with the same formula, charge and spin at 0.0 kcal per mole. As for the SMILES: CC(C)Oc1ccc(S(=O)(=O)N2CCOCC2)cc1NC(=O)CN1C(=O)NC2(CCCC2)C1=O. The calculation puts the total energy at -2000.2903 Ha.



# 2
The following is a quantum chemistry calculation of a single C2H2FNO2 molecule, from the Open Molecules 2025 dataset.

The geometry in XYZ format:
```
8
Properties=species:S:1:pos:R:3:forces:R:3
O -1.7683 0.0378 0.9606 -0.409 -0.839 0.266
C -0.9805 -0.5151 0.2649 1.030 -0.500 -0.376
C 0.1652 0.2920 -0.3516 -0.812 1.014 -0.155
F -0.4813 1.5138 -0.5150 1.048 -0.387 -1.103
N 1.3672 0.6672 0.4046 0.292 0.330 0.823
O 2.1245 -0.2153 0.6471 -0.017 -0.450 -0.080
H -0.9746 -1.5479 -0.1645 -0.665 0.092 0.837
H 0.5478 -0.2326 -1.2461 -0.467 0.741 -0.213
```
Positions in Å, forces in eV/Å.

For the gap between HOMO and LUMO (alpha / beta), the calculation gives 0.3337 / 0.3337 hartree. The calculation puts the HOMO energy (alpha / beta) at -9.920 / -9.921 eV. The calculation puts the energy above the lowest of the compared OMol25 structures with the same formula, charge and spin at 94.8 kcal per mole. As for the SMILES: O=C[C@@H](F)N=O. The calculation puts the total energy at -382.3794 Ha.



# 3
The following is a quantum chemistry calculation of 2 unconnected molecules or ions with the total composition C4H14N2O, from the Open Molecules 2025 dataset.

The geometry in XYZ format:
```
21
Properties=species:S:1:pos:R:3:forces:R:3
N -1.3482 0.1431 1.1974 0.602 -0.649 -0.880
C -0.8822 -1.0174 0.3761 0.944 -0.027 1.050
C -0.3766 -0.6464 -0.9986 -0.336 1.845 -0.729
C 0.7449 0.4523 -0.9694 0.450 -2.047 0.282
C 2.0128 -0.1068 -0.3073 0.834 0.781 1.334
N 2.0061 -0.0105 1.2169 0.617 -0.166 -1.218
H -0.4965 0.6716 1.3809 -0.202 0.094 0.352
H -1.6369 -0.2760 2.0742 -0.101 0.406 0.136
H -0.0069 -1.4687 0.8587 -0.058 -0.163 0.280
H -1.6361 -1.7949 0.4525 -0.320 0.046 -0.692
H -0.0111 -1.5191 -1.5362 -0.175 -0.089 -0.052
H -1.1658 -0.1240 -1.5537 -0.205 -0.687 -0.205
H 1.0867 0.7139 -1.9735 -0.653 0.103 -0.141
H 0.3092 1.3171 -0.4723 0.552 0.236 0.028
H 2.9313 0.4355 -0.5906 -0.621 0.391 -0.205
H 2.3171 -1.1140 -0.6099 -0.815 -0.206 -0.229
H 2.9832 0.2195 1.3801 -0.237 0.154 0.688
H 1.9186 -0.9448 1.6017 -0.194 -0.008 0.063
O -3.0251 1.5371 -0.8472 0.008 -0.386 -0.688
H -3.2938 2.3732 -0.4908 -0.213 0.611 0.262
H -2.4309 1.1593 -0.1893 0.122 -0.239 0.563
```
Positions in Å, forces in eV/Å.

For the gap between HOMO and LUMO, the calculation gives 0.3913 hartree. The calculation puts the HOMO energy at -9.729 eV. The calculation puts the energy above the lowest of the compared OMol25 structures with the same formula, charge and spin at 28.1 kcal per mole. As for the SMILES: NCCCCN.O. The calculation puts the total energy at -345.5314 Ha.